# 1
The following is a quantum chemistry calculation of one molecule with the formula C15H16 at a distorted geometry, from the Open Molecules 2025 dataset.

The geometry in XYZ format:
```
31
C15H16 (ωB97M-V/def2-TZVPD)
C -1.24 -3.22 -0.37
C -1.09 -2.08 -1.13
C -1.15 -0.76 -0.45
C -1.10 0.56 -1.10
C -2.19 1.64 -0.84
C -2.32 1.88 0.63
C -2.25 0.55 1.39
C -1.10 -0.32 0.94
C -0.09 0.30 -0.04
C 1.35 0.14 0.04
C 2.01 -0.15 1.19
C 3.44 -0.27 1.19
C 4.11 0.16 0.14
C 3.45 0.59 -1.03
C 2.09 0.48 -1.11
H -1.11 -4.24 -0.85
H -1.32 -3.10 0.75
H -1.07 -2.08 -2.18
H -0.70 0.77 -2.00
H -3.14 1.19 -1.18
H -1.98 2.49 -1.38
H -3.31 2.26 0.73
H -1.56 2.54 0.93
H -2.14 0.70 2.49
H -3.09 -0.07 1.05
H -0.86 -1.03 1.71
H 1.52 -0.16 2.16
H 4.07 -0.72 1.98
H 5.11 0.34 0.31
H 4.04 0.91 -1.86
H 1.65 0.70 -2.12
```

## Properties
ΔE to the lowest compared entry with this formula, charge and spin: 24.8 kcal/mol
Strongest force on any atom: 0.081 Eh/bohr
E_tot: -15810.8084 eV
Structure (SMILES): C=C[C@]12[C@H]3CCC[C@@H]1[C@@]32c1ccccc1
Net charge: 0
Orbital gap: 8.6 eV

=====

# 2
The following is a quantum chemistry calculation of C15H16BHfN2O2S2Si as an isolated structure, from the Open Molecules 2025 dataset.

The geometry in XYZ format:
```
40
C15H16BHfN2O2S2Si (ωB97M-V/def2-TZVPD)
Hf 0.70 2.10 -0.57
C -1.61 -3.06 -0.06
Si -1.22 -2.86 -1.88
C -2.65 -2.14 -2.85
C -0.71 -4.50 -2.60
C 0.28 -1.68 -2.06
C 1.45 -2.11 -2.67
C 2.57 -1.30 -2.82
C 2.52 -0.02 -2.34
N 1.39 0.44 -1.76
C 0.30 -0.36 -1.61
S -1.08 0.42 -0.77
H -2.20 -3.97 0.07
H -2.18 -2.24 0.36
H -0.71 -3.18 0.54
H -3.53 -2.78 -2.75
H -2.41 -2.07 -3.91
H -2.93 -1.14 -2.51
H -1.54 -5.20 -2.46
H 0.16 -4.94 -2.10
H -0.50 -4.46 -3.67
H 1.49 -3.13 -3.05
H 3.47 -1.67 -3.29
H 3.34 0.68 -2.41
O 2.25 2.07 2.76
B 1.74 2.08 1.50
O 0.33 2.39 1.57
C 0.02 2.55 2.94
C -1.18 2.85 3.53
C -1.14 2.95 4.92
C 0.04 2.75 5.63
C 1.24 2.45 5.00
C 1.20 2.35 3.63
H -2.08 3.00 2.96
H -2.05 3.19 5.45
H 0.02 2.84 6.71
H 2.15 2.30 5.56
S 1.50 6.46 -1.92
C 0.98 5.03 -1.64
N 0.58 3.91 -1.42
```

## Properties
ΔE to the lowest compared entry with this formula, charge and spin: 0.0 kcal/mol
Strongest force on any atom: 0.010 Eh/bohr
E_tot: -54419.4500 eV
Net charge: +1
Orbital gap: 8.3 eV